An isolated molecule of C8H6ClNOS in a non-equilibrium geometry. Source: OMol25; level of theory: the ωB97M-V functional and the def2-TZVPD basis.

```
! RIJCOSX wB97M-V def2-TZVPD def2/J DEFGRID3
* xyz 0 1
C -1.38473 2.93277 0.34194
O -2.19180 1.84722 -0.27163
C -1.78002 0.53815 -0.08509
C -2.85518 -0.35861 -0.12571
C -2.61751 -1.76538 -0.01117
C -1.31690 -2.23656 0.07898
C -0.28325 -1.30397 0.06537
S 1.45297 -1.59109 0.05272
C 1.62373 0.12380 -0.01977
Cl 3.31418 0.70784 -0.04620
N 0.69738 0.88198 -0.11997
C -0.53161 0.16959 0.02518
H -1.09205 2.64017 1.36276
H -0.26514 3.02489 -0.37465
H -2.15551 3.90330 0.09065
H -3.67037 0.04076 0.00378
H -3.59547 -2.49526 0.11461
H -1.28450 -3.24000 0.13905
*
```

Output
structure (SMILES) = COc1cccc2sc(Cl)nc12
frontier orbital gap = 0.3417 Ha
E_HOMO = -8.697 eV
LUMO = 0.6009 eV

Here are the Löwdin charges for atoms 1 to 8, given in e:
1 C -0.072
2 O -0.137
3 C -0.267
4 C 0.031
5 C -0.047
6 C -0.117
7 C -0.400
8 S 1.032

A structure of composition C20H20BN4O5STb in a non-equilibrium geometry. Source: OMol25; level of theory: the ωB97M-V functional and the def2-TZVPD basis.

```
! RIJCOSX wB97M-V def2-TZVPD def2/J DEFGRID3
* xyz 0 7
Tb -0.51960 -0.07460 -0.37980
O -1.39520 -0.08270 -2.96090
S 0.63140 -1.60250 -3.08740
O 1.92740 -1.78530 -3.70070
N 0.60870 -1.80150 -1.50340
C 1.40850 -2.72600 -0.86750
C 1.75100 -3.96410 -1.37420
C 2.54570 -4.84430 -0.63370
C 3.01440 -4.49630 0.60520
C 2.72820 -3.22580 1.14160
C 3.20830 -2.79000 2.39400
C 2.95880 -1.50380 2.78450
C 2.21200 -0.66030 1.94790
N 1.66940 -1.04560 0.81110
C 1.92420 -2.32090 0.40140
C -0.53150 -2.82240 -3.76480
C -0.26790 -3.44950 -4.96740
C -1.11820 -4.46410 -5.38140
C -2.21370 -4.81470 -4.60630
C -2.47760 -4.15090 -3.41890
C -1.62640 -3.14920 -2.98660
H 1.38500 -4.25100 -2.34820
H 2.77890 -5.81670 -1.04420
H 3.62460 -5.17700 1.17900
H 3.77380 -3.46970 3.01830
H 3.32140 -1.12500 3.72620
H 2.07320 0.37490 2.23360
H 0.60070 -3.15870 -5.53920
H -0.92390 -4.98820 -6.30450
H -2.87320 -5.60510 -4.93020
H -3.33410 -4.40820 -2.81590
H -1.79980 -2.63830 -2.04800
N 0.37690 2.28570 0.66690
C -0.58700 2.70020 1.72480
C -0.48280 1.82380 2.96820
C -0.57710 0.30390 2.65310
O -0.03530 -0.48730 3.40770
O -1.21480 -0.00270 1.59230
H 1.31220 2.31280 1.07920
H 0.36690 3.02120 -0.04470
H -1.59250 2.61550 1.30250
H -0.41150 3.74640 2.01590
H -1.29640 2.07310 3.65020
H 0.45520 1.99270 3.50150
O -0.73340 0.43130 -4.09490
C -0.00610 0.15130 -2.95410
B -3.04080 1.54150 -0.86900
C -2.96960 -0.02540 -0.69080
N -2.64890 -1.13800 -0.58410
H -3.58690 1.79890 -1.88480
H -3.55330 2.05180 0.07600
H -1.78880 1.83600 -0.96290
*
```

Output
frontier orbital gap (alpha / beta) = 0.2841 / 0.3014 Ha
E_HOMO (alpha / beta) = -8.441 / -8.448 eV
LUMO (alpha / beta) = -0.7086 / -0.2453 eV

Here are the Löwdin charges for atoms 1 to 8, given in e:
1 Tb 1.643
2 O -0.205
3 S 0.879
4 O -0.311
5 N -0.320
6 C -0.268
7 C -0.007
8 C -0.063

The records above yield energy above the lowest of the compared OMol25 structures with the same formula, charge and spin values of 74.5; 155.0 kcal/mol, respectively.
The records above yield E values of -35285.18757; -71203.87733 eV, respectively.